1.
Formula: C28H46BClN7O5P
Source: the Open Molecules 2025 dataset
Level of theory: ωB97M-V/def2-TZVPD

gap between HOMO and LUMO = 8.58 eV
E_tot = -2680.532843 a.u.
SMILES = NB(O)C1=C(P(O)Cl)C(=O)OC1=O.CCCC#N.CCCC#N.CCCC#N.CCCC#N.CCCC#N.CCCC#N
HOMO level = -9.4 eV

Each line ends with the Löwdin charge.
Cartesian coordinates (Å):
N: 5.98505 0.87162 0.60663  0.210
B: 5.12633 1.40344 -0.38546  -0.641
O: 5.55142 1.57379 -1.68352  0.143
C: 3.64498 1.85471 -0.04759  0.017
C: 2.53967 1.10095 -0.07651  -0.285
P: 2.32227 -0.68803 -0.42365  0.630
O: 3.67134 -0.90446 -1.33178  -0.354
Cl: 3.16708 -1.22749 1.36198  0.309
C: 1.37668 1.96783 0.27874  -0.430
O: 0.20828 1.78444 0.16737  0.145
O: 1.88169 3.16665 0.75827  0.135
C: 3.21185 3.22745 0.35365  -0.379
O: 3.80442 4.26201 0.31012  0.181
H: 6.51590 0.05543 0.33274  0.096
H: 5.60321 0.73841 1.53219  0.070
H: 6.47482 1.83755 -1.73883  0.088
H: 3.42465 -1.10824 -2.24239  0.064
C: -2.61806 0.09933 -1.15597  -0.100
C: -3.44380 -1.12081 -1.54372  -0.262
C: -2.89170 -2.40496 -0.91032  -0.182
C: -1.50741 -2.63047 -1.31244  -0.241
N: -0.40725 -2.80313 -1.58634  0.134
H: -1.58621 0.01298 -1.50149  0.067
H: -3.03600 1.00854 -1.58982  0.078
H: -2.59760 0.21174 -0.07366  0.040
H: -3.45486 -1.22813 -2.63157  0.107
H: -4.47929 -0.99672 -1.23013  0.063
H: -3.48534 -3.27493 -1.19669  0.104
H: -2.90829 -2.33091 0.17966  0.114
C: -5.43016 -3.99929 -4.03797  -0.100
C: -6.94504 -4.11145 -3.92653  -0.255
C: -7.63740 -2.74290 -3.91932  -0.184
C: -7.20736 -1.92481 -2.78723  -0.206
N: -6.86713 -1.30643 -1.88257  0.179
H: -5.01216 -3.46344 -3.18401  0.051
H: -4.96970 -4.98605 -4.07061  0.076
H: -5.13970 -3.46411 -4.94391  0.081
H: -7.21512 -4.65180 -3.01761  0.113
H: -7.33991 -4.68460 -4.76660  0.108
H: -8.72128 -2.85100 -3.86148  0.119
H: -7.40801 -2.19639 -4.83647  0.122
C: 9.69015 5.60647 -2.53960  -0.109
C: 8.60620 5.05607 -1.62254  -0.258
C: 9.08829 3.86979 -0.77886  -0.191
C: 9.51815 2.74306 -1.60759  -0.247
N: 9.82562 1.86093 -2.27434  0.147
H: 10.01546 4.85542 -3.26069  0.072
H: 9.32191 6.46689 -3.09746  0.072
H: 10.56337 5.92633 -1.96770  0.077
H: 7.74072 4.74742 -2.21212  0.110
H: 8.26169 5.83415 -0.94008  0.110
H: 8.29550 3.51533 -0.11686  0.112
H: 9.92985 4.16516 -0.14889  0.121
C: -6.92999 1.10765 0.61580  -0.123
C: -8.33251 0.65222 0.98674  -0.264
C: -9.31924 1.81832 1.11968  -0.196
C: -8.91821 2.76111 2.16310  -0.246
N: -8.60199 3.48593 2.99447  0.141
H: -6.50783 1.75536 1.38672  0.066
H: -6.27289 0.24802 0.49383  0.051
H: -6.93242 1.65596 -0.32809  0.077
H: -8.30959 0.09746 1.92671  0.112
H: -8.70835 -0.02982 0.22253  0.095
H: -10.31955 1.45742 1.36339  0.115
H: -9.38638 2.36723 0.17795  0.119
C: -2.65244 2.31359 4.79790  -0.109
C: -1.79628 2.76765 3.62304  -0.254
C: -2.17937 2.07972 2.30769  -0.190
C: -2.01497 0.62948 2.37565  -0.253
N: -1.87736 -0.50907 2.42678  0.160
H: -2.52817 1.24617 4.98606  0.071
H: -2.37436 2.84682 5.70664  0.071
H: -3.71094 2.50305 4.60932  0.077
H: -0.74230 2.57459 3.83063  0.112
H: -1.90019 3.84419 3.47992  0.109
H: -1.56195 2.44117 1.48255  0.094
H: -3.22249 2.28827 2.05863  0.120
C: 4.25963 -5.46180 1.31336  -0.104
C: 5.55811 -5.75916 2.05260  -0.259
C: 5.67750 -4.98285 3.37028  -0.189
C: 5.64953 -3.53989 3.14374  -0.234
N: 5.62535 -2.41890 2.90224  0.127
H: 4.19431 -4.40863 1.03588  0.056
H: 4.19267 -6.05143 0.39955  0.073
H: 3.39143 -5.70049 1.93050  0.079
H: 6.41272 -5.51618 1.41863  0.111
H: 5.62443 -6.82389 2.28220  0.106
H: 6.60603 -5.22649 3.88831  0.117
H: 4.85034 -5.23612 4.03673  0.121

2.
Formula: C28H46BHfN4O3PSe
Source: the Open Molecules 2025 dataset
Level of theory: ωB97M-V/def2-TZVPD

gap between HOMO and LUMO = 3.05 eV
E_tot = -4355.017440 a.u.
total charge = -2
HOMO level = 1.1 eV
energy above the lowest of the compared OMol25 structures with the same formula, charge and spin = 0.3823 eV

Each line ends with the Löwdin charge.
Cartesian coordinates (Å):
Hf: -0.61120 0.68025 0.74204  1.071
B: -2.39172 -3.04739 1.00797  -0.428
N: -2.03143 -2.33528 2.34745  -0.078
C: -2.42537 -2.75886 3.55746  -0.128
C: -2.07807 -1.80531 4.49626  -0.087
C: -1.46694 -0.80288 3.73748  -0.204
N: -1.44242 -1.12842 2.45052  -0.044
N: -1.15532 -3.05493 0.06202  -0.082
C: -0.60586 -4.13114 -0.51624  -0.117
C: 0.52180 -3.73186 -1.21149  -0.080
C: 0.57758 -2.35255 -0.98480  -0.200
N: -0.44454 -1.95185 -0.23471  0.014
H: -2.61529 -4.21209 1.28998  0.060
H: -3.33947 -2.51836 0.46901  0.063
H: -2.93030 -3.70611 3.65081  0.098
H: -2.25386 -1.82369 5.55839  0.070
H: -1.06763 0.14800 4.05097  0.091
H: -1.04803 -5.10192 -0.36704  0.101
H: 1.19751 -4.34194 -1.78657  0.073
H: 1.32314 -1.63839 -1.29171  0.091
C: 0.55984 4.13372 -1.78682  -0.214
O: -0.09683 2.99153 -1.35395  -0.428
C: 0.25632 2.54279 0.01757  -0.447
C: -0.01948 3.72762 0.93376  -0.271
H: 0.22266 5.04923 -1.28063  0.064
H: 0.36492 4.25665 -2.86353  0.067
H: 1.65293 4.04968 -1.63384  0.070
H: 0.62240 4.61366 0.77231  0.032
H: 0.13575 3.42001 1.97325  0.035
H: -1.06917 4.06899 0.84867  0.028
C: -3.03180 3.05756 -1.99383  -0.151
C: -2.30275 2.09273 -2.93104  -0.516
C: -3.19695 1.82046 -4.14651  -0.122
P: -1.59624 0.62031 -2.04593  1.053
C: -0.26703 -0.03104 -3.19109  -0.534
C: -0.43893 0.08587 -4.70664  -0.131
C: 1.08361 0.58940 -2.82198  -0.139
C: -2.88441 -0.74416 -2.11554  -0.533
C: -3.00664 -1.59925 -3.37559  -0.120
C: -4.27046 -0.28635 -1.65145  -0.150
H: -3.12554 4.03521 -2.48261  0.072
H: -2.51289 3.17624 -1.04865  -0.001
H: -4.03496 2.69003 -1.76390  0.061
H: -1.39568 2.60310 -3.26362  0.081
H: -4.15199 1.39043 -3.84760  0.049
H: -2.75386 1.16209 -4.88910  0.038
H: -3.41548 2.77560 -4.63801  0.072
H: -0.23450 -1.09174 -2.92863  0.065
H: -0.51232 1.13097 -5.01454  0.069
H: -1.30907 -0.44479 -5.08776  0.044
H: 0.44556 -0.33276 -5.20027  0.068
H: 1.09205 1.66210 -3.01775  0.065
H: 1.87846 0.11843 -3.41399  0.072
H: 1.33245 0.49960 -1.76265  0.041
H: -2.52138 -1.40081 -1.32255  0.043
H: -3.40589 -1.03129 -4.22026  0.057
H: -3.69996 -2.42320 -3.17605  0.072
H: -2.05939 -2.04705 -3.67907  0.057
H: -4.81787 0.23292 -2.44113  0.049
H: -4.20025 0.35795 -0.77269  -0.032
H: -4.85441 -1.16645 -1.36389  0.068
Se: -2.92107 1.56021 1.27816  -0.163
C: 6.78322 -1.04454 4.23774  -0.071
C: 5.40316 -0.72340 3.72084  -0.285
C: 4.99756 0.59269 3.55477  -0.021
C: 3.73575 0.91188 3.04445  -0.189
C: 3.33653 2.34952 2.84718  -0.033
C: 2.89990 -0.13988 2.68241  -0.045
C: 3.26702 -1.47534 2.85157  -0.189
C: 2.31040 -2.59291 2.52289  -0.020
C: 4.52445 -1.74676 3.38331  -0.023
C: 1.59908 0.17412 1.99362  -0.608
O: 0.78218 0.98875 2.51400  -0.105
O: 1.34594 -0.34047 0.88105  -0.123
H: 7.27059 -0.15563 4.63996  0.064
H: 7.41780 -1.43973 3.44011  0.073
H: 6.74806 -1.79742 5.02808  0.069
H: 5.67197 1.40244 3.81654  0.103
H: 4.16682 3.00740 3.11009  0.067
H: 2.46898 2.60006 3.45654  0.083
H: 3.03327 2.54397 1.81414  0.083
H: 1.32470 -2.40936 2.95642  0.087
H: 2.69118 -3.54090 2.90663  0.071
H: 2.15233 -2.68365 1.44691  0.075
H: 4.81681 -2.78232 3.53231  0.108